[1]
Entry from OMol25: a structure of composition C23H20Cl2IrN3O3S2 in a non-equilibrium geometry (ωB97M-V/def2-TZVPD).

XYZ file:
```
54
Properties=species:S:1:pos:R:3:lowdin_charge:R:1
Ir 1.888 1.104 -0.719 1.120
Cl 3.306 -3.315 -2.274 0.581
Cl 1.280 -1.189 -2.227 0.650
S -1.212 4.009 0.290 0.959
S 1.550 2.824 0.704 0.665
O 1.573 1.868 -2.605 -0.230
O 0.065 2.423 -4.165 0.093
O 3.685 0.559 -0.139 -0.290
N -0.049 0.227 1.234 0.053
N -0.162 1.541 -0.797 -0.106
N 1.260 -0.059 0.883 -0.098
C 1.797 -2.761 -1.571 -0.955
C 0.353 1.992 -3.075 -0.599
C 4.025 -0.631 0.318 -0.364
C -4.509 2.018 0.309 -0.021
C -2.219 1.043 0.597 -0.105
C 5.290 -1.111 -0.053 -0.017
C -0.139 2.580 0.245 -0.992
C -3.778 -0.967 0.252 -0.042
C -0.708 1.536 -2.108 -0.188
C 1.878 -0.958 1.574 -0.240
C -2.629 -0.171 -0.290 -0.164
C 5.782 -2.287 0.460 -0.081
C -1.934 1.140 -2.410 0.044
C -2.623 3.373 -0.651 -0.374
C -0.738 1.228 0.491 -0.416
C 1.157 -1.598 2.722 -0.002
C -5.254 0.994 0.728 -0.073
C -4.916 -0.440 0.701 -0.084
C 3.239 -1.380 1.201 -0.137
C 5.019 -3.036 1.362 -0.095
C -3.114 1.968 -0.281 -0.330
C -3.017 0.855 -1.408 -0.122
C 3.771 -2.579 1.716 -0.053
H 3.186 -3.187 2.392 0.095
H -2.178 1.136 -3.466 0.137
H -1.796 -0.821 -0.554 0.137
H -3.959 0.640 -1.907 0.150
H 1.679 -2.454 3.128 0.065
H -2.508 1.000 1.649 0.166
H 5.391 -3.966 1.769 0.100
H -3.662 -2.045 0.281 0.106
H 1.039 -0.877 3.539 0.103
H -2.358 3.426 -1.702 0.082
H -3.399 4.117 -0.473 0.073
H 6.765 -2.633 0.162 0.107
H 1.015 -3.470 -1.811 0.031
H -6.232 1.235 1.128 0.102
H -5.678 -1.112 1.078 0.099
H 0.158 -1.907 2.407 0.094
H 5.855 -0.510 -0.753 0.124
H -0.232 0.265 2.226 0.135
H -4.943 3.009 0.397 0.109
H 1.938 -2.646 -0.506 0.000
```

For the frontier orbital gap, the calculation gives 7.5 eV. As for the total charge: 0. The total energy is -3099.41143 Eh. The spin multiplicity is 1. As for the highest occupied orbital energy: -7.7 eV. The energy above the lowest of the compared OMol25 structures with the same formula, charge and spin is 426.2 kJ/mol.

[2]
Entry from OMol25: the molecule C23H20Cl2N2O4 (ωB97M-V/def2-TZVPD).

XYZ file:
```
51
Properties=species:S:1:pos:R:3:lowdin_charge:R:1
Cl 6.024 1.985 -0.408 0.678
Cl -8.669 0.759 -0.253 0.693
O -0.493 3.481 0.469 0.106
O -2.161 -0.446 -0.930 0.121
O -0.258 -0.957 2.316 0.127
O 0.691 0.533 -1.870 0.155
N 0.146 0.045 0.301 0.063
N -0.513 1.230 0.570 0.039
C -1.937 1.172 0.828 -0.035
C 1.158 -1.669 -0.911 -0.157
C 3.553 2.846 -1.065 -0.085
C 0.653 -0.249 -0.965 -0.370
C 2.380 1.650 1.152 -0.023
C 0.212 -0.994 1.209 -0.377
C -4.909 -0.141 -1.162 -0.002
C -2.709 0.321 -0.169 -0.290
C 1.594 2.336 0.231 -0.145
C 0.118 2.436 0.418 -0.377
C 4.322 2.139 -0.154 -0.673
C -4.183 0.462 -0.132 -0.145
C -6.952 0.641 -0.210 -0.669
C 3.257 -3.238 0.544 -0.175
C -6.285 -0.053 -1.210 -0.088
C 2.600 -1.777 -1.419 -0.137
C 3.747 1.553 0.964 -0.106
C 2.371 -2.208 1.248 -0.138
C 3.178 -3.121 -0.988 -0.179
C -6.250 1.240 0.828 -0.092
C 2.189 2.952 -0.863 -0.005
C 1.007 -2.099 0.554 -0.153
C -4.872 1.154 0.864 -0.015
H 4.364 1.029 1.677 0.107
H 0.477 -3.048 0.661 0.166
H -6.784 1.771 1.600 0.107
H -2.281 2.210 0.805 0.135
H 2.224 -2.489 2.291 0.126
H 2.607 -1.687 -2.505 0.125
H -4.366 -0.675 -1.927 0.122
H -4.346 1.620 1.681 0.114
H 0.509 -2.269 -1.557 0.168
H 4.169 -3.249 -1.423 0.109
H 1.929 1.204 2.027 0.126
H 1.573 3.493 -1.563 0.130
H 4.284 -3.090 0.880 0.110
H -6.840 -0.515 -2.011 0.108
H 2.956 -4.242 0.847 0.110
H 4.017 3.305 -1.923 0.108
H 2.854 -1.230 1.231 0.104
H -2.103 0.749 1.828 0.142
H 3.203 -0.959 -1.020 0.120
H 2.541 -3.912 -1.388 0.113
```

For the frontier orbital gap, the calculation gives 9.0 eV. As for the total charge: 0. The total energy is -2219.36705 Eh. The spin multiplicity is 1. As for the highest occupied orbital energy: -9.2 eV. As for the SMILES: O=C(CN(C(=O)c1ccc(Cl)cc1)N1C(=O)[C@H]2CCCC[C@H]2C1=O)c1ccc(Cl)cc1.

[3]
Entry from OMol25: a structure of composition C23H20Cl3FN10NiO4S (ωB97M-V/def2-TZVPD).

XYZ file:
```
63
Properties=species:S:1:pos:R:3:mulliken_spin:R:1
Ni -0.544 -0.058 0.403 1.772
Cl -5.960 0.266 -1.194 0.000
Cl -5.819 -0.886 1.469 0.000
Cl -5.386 1.957 1.096 0.000
S -0.662 -0.414 -2.277 0.043
F -3.543 2.640 -1.890 0.000
O 1.754 2.635 -1.772 0.003
O -4.335 5.260 -1.263 0.000
O 1.046 1.198 -0.220 0.024
O -0.213 6.111 0.473 0.000
N -0.946 0.961 2.003 0.053
N -0.137 4.392 4.880 0.001
N 1.238 -2.258 -2.496 0.003
N 1.927 -0.093 -2.816 0.005
N -2.251 5.643 -0.421 0.000
N -2.630 -0.083 0.088 0.046
N 1.648 -0.641 1.431 0.023
N -0.383 -2.175 0.509 0.035
N -0.607 3.997 -0.312 0.000
N -1.365 3.000 3.247 0.000
C -2.721 3.510 -1.276 0.002
C 2.335 -3.882 3.130 0.000
C 3.319 -0.498 -2.987 -0.001
C -1.408 -4.307 0.157 0.004
C -5.187 0.366 0.387 0.001
C 3.592 -1.767 -2.200 0.001
C -3.748 0.107 0.217 -0.016
C -0.957 5.314 -0.050 0.000
C -0.517 -4.913 0.995 -0.002
C 1.599 -1.972 1.830 0.021
C -0.678 3.720 4.108 0.000
C -3.226 4.844 -1.014 0.000
C 0.556 -2.776 1.298 -0.011
C 0.953 -0.944 -2.551 0.001
C 0.705 3.539 0.158 0.003
C 2.580 -2.822 -2.609 -0.001
C -1.096 1.951 2.615 -0.012
C 0.498 -4.150 1.611 0.001
C 2.435 -2.522 2.768 0.001
C -1.319 -2.917 -0.039 -0.004
C -1.486 3.146 -0.931 0.007
C 1.220 2.376 -0.691 0.002
C 1.414 -4.698 2.541 0.002
H 2.643 -3.694 -1.958 0.000
H 3.489 -1.558 -1.132 0.000
H 3.203 -1.903 3.218 0.000
H -2.026 -2.408 -0.678 0.001
H 4.605 -2.124 -2.381 0.000
H 2.251 -0.035 1.964 0.000
H -1.127 2.155 -1.176 -0.005
H 2.770 -3.152 -3.633 0.000
H 3.025 -4.283 3.862 0.000
H 0.448 -2.867 -2.376 0.000
H -2.198 -4.861 -0.330 0.000
H 0.640 3.222 1.196 0.000
H 1.360 -5.752 2.780 0.000
H 1.376 4.386 0.085 0.000
H 1.727 -0.451 0.442 -0.002
H -2.524 6.592 -0.210 0.000
H 3.944 0.324 -2.646 0.000
H -0.580 -5.975 1.204 0.000
H 1.753 0.889 -2.587 0.001
H 3.528 -0.660 -4.047 0.000
```

For the frontier orbital gap (spin up / spin down), the calculation gives 7.5 / 7.4 eV. As for the total charge: 0. The total energy is -5124.01718 Eh. The spin multiplicity is 3. As for the highest occupied orbital energy (spin up / spin down): -8.4 / -8.4 eV. The energy above the lowest of the compared OMol25 structures with the same formula, charge and spin is 118.2 kJ/mol.